{"formula": "C13H24NO2", "method": "ωB97M-V/def2-TZVPD", "energy_ha": -714.7235, "e_homo_ev": [-8.950, -9.851], "multiplicity": 2, "e_lumo_ev": [0.63, -0.31], "fmax_ha_per_bohr": 0.1183, "s2": 0.754, "elements": ["C", "C", "C", "C", "C", "O", "C", "C", "C", "C", "N", "O", "C", "C", "C", "C", "H", "H", "H", "H", "H", "H", "H", "H", "H", "H", "H", "H", "H", "H", "H", "H", "H", "H", "H", "H", "H", "H", "H", "H"], "xyz": [[-1.4268, -0.6090, 2.5227], [-0.8726, 0.1088, 1.1752], [-1.7990, 1.4144, 1.0336], [-1.4603, 2.0991, -0.4663], [-2.6434, 1.8673, -1.6070], [-2.3455, 3.2170, -0.8766], [0.6529, 0.4671, 1.4465], [1.6513, 0.3354, 0.2203], [2.9224, -0.5488, 0.6657], [2.2736, 1.8121, -0.0190], [1.0613, -0.0693, -1.0731], [1.9800, -0.3332, -1.9707], [0.0849, -1.1794, -0.9887], [0.7028, -2.6140, -0.6804], [-0.5649, -1.3029, -2.4642], [-1.1402, -0.9319, -0.0039], [-2.1282, -1.4622, 2.3060], [-0.6036, -0.9459, 3.2118], [-2.0373, 0.1537, 3.1132], [-2.8950, 1.1549, 1.0084], [-1.5210, 2.1946, 1.7950], [-0.3495, 2.0801, -0.8292], [-3.3317, 1.1848, -1.0501], [-1.8931, 1.5898, -2.3906], [1.1173, -0.1184, 2.3055], [0.6680, 1.5497, 1.8040], [2.6402, -1.6005, 0.9575], [3.7518, -0.5287, -0.0932], [3.3183, -0.0370, 1.6026], [3.0876, 1.9377, 0.7495], [2.7067, 1.9177, -1.0547], [1.4984, 2.6097, 0.1574], [0.6348, -2.8594, 0.4172], [1.7763, -2.6992, -1.0486], [0.1142, -3.3750, -1.2766], [-1.5022, -1.9215, -2.3318], [0.1653, -1.7853, -3.1790], [-0.8053, -0.2589, -2.8380], [-2.0258, -0.5528, -0.6111], [-1.4627, -1.9604, 0.3605]], "atomic_forces_ev_per_a": [[-0.4, 0.9, 0.4], [-1.1, -1.1, 1.8], [1.9, 0.7, -3.0], [-2.5, -0.1, 0.3], [4.4, 0.9, 4.1], [1.0, -4.0, -0.9], [-0.1, 0.3, -0.2], [2.0, 2.3, 1.0], [-0.4, 0.4, 0.5], [0.0, -0.5, 0.1], [1.3, -2.3, 0.6], [-1.1, 1.0, 0.6], [-2.2, -1.3, -1.7], [0.5, 0.2, -0.3], [0.5, 0.3, 0.7], [0.2, 0.6, -0.6], [0.8, 0.8, 0.2], [-0.8, 0.1, -0.8], [0.8, -1.0, -0.6], [1.2, 0.3, 0.3], [-0.5, -1.0, -0.5], [-2.3, 0.4, 0.7], [0.1, 1.0, -1.3], [-1.9, 0.6, -0.2], [-0.9, 0.5, -1.1], [0.1, -1.4, -0.5], [0.3, 1.0, -0.5], [-1.0, -0.1, 0.6], [-0.5, -0.7, -1.1], [-0.8, 0.1, -0.9], [-0.4, -0.2, 1.1], [0.8, -0.8, -0.3], [0.2, 0.2, -1.1], [-1.3, 0.2, 0.5], [0.5, 0.8, 0.9], [1.0, 0.7, -0.5], [-0.9, 0.5, 0.8], [0.1, -1.3, 0.4], [1.2, -0.4, 0.7], [0.5, 1.4, -0.2]]}

{"formula": "C2H9N3", "method": "ωB97M-V/def2-TZVPD", "energy_ha": -245.7229, "e_homo_ev": -7.573, "multiplicity": 1, "e_lumo_ev": 1.14, "fmax_ha_per_bohr": 0.0733, "smiles": "C=NC.NN", "e_above_lowest_kcal_mol": 93.35, "elements": ["C", "N", "C", "H", "H", "H", "H", "H", "N", "N", "H", "H", "H", "H"], "xyz": [[0.5899, 0.7655, 0.3932], [0.3236, -0.1557, 1.3201], [-0.9300, 0.0304, 2.0334], [-0.0820, 1.6201, 0.2108], [1.6376, 0.9533, 0.1068], [-0.9504, -0.6040, 2.9239], [-1.1019, 1.0631, 2.3667], [-1.7953, -0.2496, 1.4119], [0.0340, -0.6243, -1.2213], [0.8019, -0.1995, -2.3675], [-0.9195, -0.2559, -1.2240], [0.3642, -1.2056, -0.3589], [1.7083, -0.6723, -2.3666], [0.3197, -0.4656, -3.2285]], "atomic_forces_ev_per_a": [[-0.3, -1.2, 3.6], [1.0, 2.8, -1.0], [-0.4, -0.2, -0.2], [0.0, -0.3, 0.0], [-0.6, -0.7, -0.5], [0.0, 0.0, -0.2], [0.1, -0.1, -0.1], [0.0, -0.1, 0.1], [0.0, -0.6, 0.5], [0.0, -0.4, 0.1], [0.8, -0.4, 0.1], [-0.6, 1.2, -2.8], [-0.5, 0.1, 0.1], [0.2, -0.3, 0.3]]}

{"formula": "C4H14N2OS", "method": "ωB97M-V/def2-TZVPD", "energy_ha": -743.7151, "e_homo_ev": -8.788, "multiplicity": 1, "e_lumo_ev": 0.78, "fmax_ha_per_bohr": 0.0360, "smiles": "NC[C@H](N)CCS.O", "e_above_lowest_kcal_mol": 11.74, "elements": ["N", "C", "C", "N", "C", "C", "S", "H", "H", "H", "H", "H", "H", "H", "H", "H", "H", "H", "H", "O", "H", "H"], "xyz": [[1.2483, -2.1719, 1.3552], [0.1436, -1.1978, 1.2361], [0.3740, -0.4077, -0.0904], [0.7198, -1.3042, -1.1899], [1.4661, 0.6519, 0.1502], [1.0301, 2.0801, -0.0767], [0.7795, 2.5086, -1.8366], [1.4101, -2.6716, 0.4950], [1.0342, -2.8189, 2.1011], [-0.8158, -1.7335, 1.2359], [0.1545, -0.5804, 2.1357], [-0.6238, 0.0176, -0.2354], [0.0198, -1.2584, -1.9120], [1.6456, -1.1080, -1.5271], [2.3543, 0.4337, -0.4367], [1.8172, 0.5138, 1.1775], [1.8136, 2.7686, 0.2299], [0.1499, 2.3391, 0.5081], [1.7481, 3.4236, -1.9407], [-5.6908, -2.2424, 1.8646], [-6.4925, -2.2663, 2.3990], [-5.0483, -2.6913, 2.4261]], "atomic_forces_ev_per_a": [[0.0, 0.6, 0.8], [0.9, -1.5, -0.7], [-0.3, -0.1, 1.2], [-0.6, -0.1, 0.5], [-0.1, -0.3, 0.4], [0.6, 0.5, 0.0], [-0.4, -0.2, -0.1], [-0.4, -0.1, -0.2], [0.2, -0.2, -0.1], [-0.1, 0.3, -0.3], [0.0, 0.4, -0.2], [0.3, 0.5, -0.6], [0.3, 0.0, -0.3], [-0.1, 0.0, -0.4], [0.0, 0.0, -0.3], [-0.1, 0.3, 0.1], [0.1, -0.1, 0.3], [-0.2, -0.1, -0.1], [0.0, 0.0, 0.1], [0.0, -0.1, 0.3], [0.0, 0.1, -0.2], [0.1, 0.0, -0.2]]}

{"formula": "C12H21N2O8Pt", "method": "ωB97M-V/def2-TZVPD", "energy_ha": -1300.3671, "e_homo_ev": -11.991, "multiplicity": 1, "e_lumo_ev": -4.23, "fmax_ha_per_bohr": 0.0243, "charge": 1, "e_above_lowest_kcal_mol": 0.00, "elements": ["Pt", "O", "C", "C", "N", "C", "C", "O", "O", "C", "C", "O", "O", "H", "H", "H", "H", "H", "H", "H", "H", "H", "C", "C", "O", "O", "H", "H", "H", "C", "N", "C", "C", "C", "O", "H", "H", "H", "H", "H", "H", "H", "H", "H"], "xyz": [[0.1412, -0.1846, 0.9276], [2.3841, 0.5269, -1.1057], [2.9166, -0.2113, -2.1592], [3.9224, -1.1305, -1.4999], [3.2559, -2.1371, -0.6175], [3.5470, -2.0513, 0.8089], [3.1678, -0.6922, 1.5491], [4.1346, -0.1068, 1.9662], [1.9393, -0.4227, 1.8070], [2.5554, -3.0726, -1.1218], [-0.6286, -2.9569, 0.1084], [-0.9181, -3.6028, -0.7961], [-0.3584, -2.2972, 1.0414], [1.8165, 1.2796, -1.3800], [3.4555, 0.4033, -2.8886], [2.1505, -0.7804, -2.7062], [4.5610, -0.5265, -0.8595], [4.5313, -1.6745, -2.2206], [4.6300, -2.0868, 0.8986], [3.0695, -2.8708, 1.3437], [2.3473, -3.9712, -0.5498], [2.4445, -3.1233, -2.1995], [-0.0454, 3.9976, 0.2048], [0.2234, 2.5438, -0.0848], [0.5340, 2.1559, -1.2042], [0.0931, 1.7891, 0.9699], [-0.1020, 4.5518, -0.7267], [0.7722, 4.3890, 0.8106], [-0.9634, 4.1125, 0.7786], [-3.8571, 0.3740, -1.2986], [-3.8571, 0.5380, 0.1583], [-5.1073, 0.9030, 0.8316], [-2.7245, 0.3468, 0.8116], [-2.6452, 0.4765, 2.2975], [-1.7061, 0.0214, 0.1255], [-4.7499, 0.8402, -1.7019], [-3.8500, -0.6833, -1.5652], [-2.9756, 0.8459, -1.7246], [-5.8726, 1.0346, 0.0743], [-5.0006, 1.8398, 1.3750], [-5.4347, 0.1190, 1.5127], [-3.5662, 0.8277, 2.7490], [-1.8366, 1.1652, 2.5436], [-2.3935, -0.4987, 2.7166]], "atomic_forces_ev_per_a": [[-0.4, 0.5, -0.3], [0.6, -0.4, 0.0], [0.0, 0.2, 0.3], [0.0, 0.0, -0.2], [-0.3, 0.0, -0.1], [-0.1, 0.4, 0.4], [0.1, -0.1, -0.3], [0.0, 0.2, 0.0], [-0.2, -0.1, 0.0], [1.1, -0.4, -0.3], [-0.3, 0.3, 0.0], [0.2, 0.0, 0.2], [0.3, -0.6, -0.1], [-0.3, -0.3, 0.0], [0.0, 0.0, 0.0], [0.0, 0.0, 0.0], [0.0, -0.1, 0.0], [-0.1, -0.1, 0.0], [0.0, -0.2, 0.1], [0.0, -0.1, -0.2], [-0.6, 0.4, 0.3], [-0.2, 0.2, 0.0], [0.0, 0.0, 0.0], [0.0, 0.0, -0.1], [-0.5, 0.4, 0.0], [0.4, -0.1, 0.3], [0.0, 0.0, 0.0], [0.0, 0.0, 0.0], [0.0, 0.0, 0.0], [0.0, 0.0, 0.0], [0.0, 0.1, 0.0], [0.0, 0.0, 0.0], [0.0, 0.0, 0.0], [0.0, 0.1, 0.0], [0.1, -0.3, 0.0], [0.0, 0.0, 0.0], [0.0, 0.0, 0.0], [0.0, 0.0, 0.0], [0.0, 0.0, 0.0], [0.0, 0.0, 0.0], [0.0, 0.0, 0.0], [0.0, 0.0, 0.0], [0.0, 0.0, 0.0], [0.0, 0.0, 0.0]]}